(1)
The following is a quantum chemistry calculation of a 2-piece molecular cluster, C2H2O3 overall at a distorted geometry, from the Open Molecules 2025 dataset.

The total energy comes out at -8241.011 eV. Its lowest unoccupied orbital energy (spin up / spin down) is -1.773 / -1.773 eV. The energy above the lowest of the compared OMol25 structures with the same formula, charge and spin is 174.9 kcal per mole.

```
! RIJCOSX wB97M-V def2-TZVPD def2/J DEFGRID3
* xyz 0 1
C -0.2870 1.6081 0.8667
C 1.5816 0.3578 -0.0191
O 2.7217 0.2621 -0.1773
O 0.5158 -1.5111 0.2406
O 0.5461 0.9890 0.1077
H -1.1669 1.7663 0.3650
H 0.4330 -1.9322 1.0914
*
```

Atom charges from the Löwdin analysis, given in e for atoms 1 to 6:
1 C 0.22
2 C -0.27
3 O 0.28
4 O -0.25
5 O 0.06
6 H 0.01

=====

(2)
The following is a quantum chemistry calculation of a single C2H2O3S molecule at a distorted geometry, from the Open Molecules 2025 dataset.

Its SMILES is O=C(O)C(O)=S. The total energy comes out at -19082.686 eV. Its lowest unoccupied orbital energy is -1.549 eV. The energy above the lowest of the compared OMol25 structures with the same formula, charge and spin is 40.6 kcal per mole.

```
! RIJCOSX wB97M-V def2-TZVPD def2/J DEFGRID3
* xyz 0 1
O -2.0112 0.2918 0.4183
C -0.9017 -0.2974 0.0414
O -0.7105 -1.6206 -0.1688
C 0.3612 0.4001 -0.0950
O 0.1655 1.6714 -0.1201
S 1.7718 -0.3904 0.2486
H 0.2505 -1.9357 -0.1753
H 1.0744 1.8807 -0.1491
*
```

Atom charges from the Löwdin analysis, given in e for atoms 1 to 6:
1 O 0.07
2 C -0.44
3 O 0.04
4 C -0.77
5 O 0.13
6 S 0.83

=====

(3)
The following is a quantum chemistry calculation of a single C2H2O3S molecule at a distorted geometry, from the Open Molecules 2025 dataset.

Its SMILES is O=C(O)C(O)=S. The total energy comes out at -19083.738 eV. Its lowest unoccupied orbital energy is -0.931 eV. The energy above the lowest of the compared OMol25 structures with the same formula, charge and spin is 16.3 kcal per mole.

```
! RIJCOSX wB97M-V def2-TZVPD def2/J DEFGRID3
* xyz 0 1
O 0.7575 -2.0366 0.0845
C 0.6828 -0.8345 0.0048
O 1.7188 -0.0231 -0.0841
C -0.6514 -0.0738 0.0088
O -0.4985 1.2778 0.0788
S -2.0110 -0.9032 -0.0385
H 1.4068 0.8956 -0.1258
H -1.4049 1.6978 0.0715
*
```

Atom charges from the Löwdin analysis, given in e for atoms 1 to 6:
1 O 0.11
2 C -0.55
3 O 0.15
4 C -0.79
5 O -0.01
6 S 0.85

=====

(4)
The following is a quantum chemistry calculation of C2H2O3Y as an isolated structure at a distorted geometry, from the Open Molecules 2025 dataset.

The total energy comes out at -9272.739 eV. Its lowest unoccupied orbital energy (spin up / spin down) is -11.221 / -11.292 eV. The energy above the lowest of the compared OMol25 structures with the same formula, charge and spin is 0.0 kcal per mole.

```
! RIJCOSX wB97M-V def2-TZVPD def2/J DEFGRID3
* xyz 2 2
O 1.6005 -0.2887 0.5735
C 0.3573 -0.6165 0.4663
Y 2.0621 1.7131 -0.0877
H -0.0448 -1.4523 1.0509
O -0.0384 1.4179 -0.6397
C -0.5306 0.3546 -0.1627
O -1.6917 -0.0665 -0.6242
H -1.7143 -1.0616 -0.5765
*
```

Atom charges from the Löwdin analysis, given in e for atoms 1 to 6:
1 O -0.17
2 C -0.09
3 Y 2.19
4 H 0.17
5 O -0.07
6 C -0.44

=====

(5)
The following is a quantum chemistry calculation of a single C2H2O4 molecule at a distorted geometry, from the Open Molecules 2025 dataset.

Its SMILES is O=C(O)C(=O)O. The total energy comes out at -10295.036 eV. Its lowest unoccupied orbital energy is -0.354 eV. The energy above the lowest of the compared OMol25 structures with the same formula, charge and spin is 49.3 kcal per mole.

```
! RIJCOSX wB97M-V def2-TZVPD def2/J DEFGRID3
* xyz 0 1
O 1.3764 -1.2328 -0.3608
C 0.7835 -0.2690 -0.0889
O 1.1787 1.0085 0.3514
C -0.6789 0.0503 0.0143
O -1.3439 1.0599 -0.4158
O -1.3138 -1.1320 0.3512
H 2.1995 1.4040 0.1559
H -2.2014 -0.8889 -0.0074
*
```

Atom charges from the Löwdin analysis, given in e for atoms 1 to 6:
1 O 0.21
2 C -0.44
3 O 0.02
4 C -0.35
5 O 0.08
6 O 0.10

=====

(6)
The following is a quantum chemistry calculation of an isolated ion of composition C2H2O4P and charge -1 at a distorted geometry, from the Open Molecules 2025 dataset.

Its SMILES is O=C([O-])C(=O)PO. The total energy comes out at -19586.571 eV. Its lowest unoccupied orbital energy is 3.850 eV. The energy above the lowest of the compared OMol25 structures with the same formula, charge and spin is 50.3 kcal per mole.

```
! RIJCOSX wB97M-V def2-TZVPD def2/J DEFGRID3
* xyz -1 1
O -0.2971 -3.6791 -0.0719
C 0.4332 -2.6963 -0.0966
O 1.5488 -2.5394 0.4894
C -0.1360 -1.3766 -0.6846
O -0.8828 -1.1459 -1.6428
P 1.0581 -0.0384 0.0579
O 0.1526 1.2174 -0.5142
H 0.4628 0.0545 1.4427
H -0.6522 0.9182 -1.0613
*
```

Atom charges from the Löwdin analysis, given in e for atoms 1 to 6:
1 O -0.02
2 C -0.76
3 O -0.14
4 C -0.43
5 O -0.01
6 P 0.86